# 1
ORCA calculation (ωB97M-V/def2-TZVPD) on a single C10H11NS2 molecule at a distorted geometry.

```
24
C10H11NS2 ωB97M-V/def2-TZVPD
C -4.49235 -0.80259 1.75791
C -3.92014 -0.64438 2.98375
S -2.08105 -0.82129 3.13176
C -1.61142 -0.46515 1.53356
N -0.48110 0.38344 1.36546
C 0.62079 0.20439 0.54747
C 1.67846 1.05127 0.82622
C 2.99142 1.11688 0.24041
C 3.32472 -0.01672 -0.68749
C 2.43053 -0.99572 -1.15574
S 0.70619 -0.96379 -0.63568
C -2.43561 -0.64470 0.44704
C -3.85047 -1.31639 0.55299
H -5.49767 -0.50871 1.74790
H -4.46712 -0.18251 3.84625
H -0.22561 0.90620 2.19032
H 1.64397 1.76495 1.52906
H 3.01430 2.06942 -0.28125
H 3.76968 1.16274 1.07022
H 4.28961 -0.23232 -0.97849
H 2.75909 -1.69718 -1.88771
H -2.16392 -0.26170 -0.50936
H -4.38804 -1.07243 -0.33333
H -3.71064 -2.40642 0.54382
```

Computed properties:
2S+1 = 1
SMILES = C1=CSC(NC2=CCC=CS2)=CC1
Strongest force on any atom = 5.42 eV/A
HOMO energy = -6.98 eV
Molecular weight = 209.3 g mol⁻¹
Charge = 0
ΔE to the lowest compared entry with this formula, charge and spin = 309.4 kJ/mol
HOMO-LUMO gap = 7.752 eV

Atom-resolved charges from Löwdin, all expressed in e:
1 C -0.19
2 C -0.33
3 S 0.95
4 C -0.65
5 N -0.04
6 C -0.62
7 C -0.14
8 C -0.24
9 C -0.12
10 C -0.33
11 S 0.99
12 C -0.08
13 C -0.19
14 H 0.08
15 H 0.08
16 H 0.11
17 H 0.07
18 H 0.11
19 H 0.13
20 H 0.06
21 H 0.05
22 H 0.08
23 H 0.09
24 H 0.12

***

# 2
ORCA calculation (ωB97M-V/def2-TZVPD) on a molecular structure, C10H11NSSn at a distorted geometry.

```
24
C10H11NSSn ωB97M-V/def2-TZVPD
Sn -0.44085 -0.62401 -1.49298
C -0.25866 -0.27592 -3.83611
H 0.80523 -0.24026 -3.62196
H -0.80501 -1.23779 -3.97121
H -0.67392 0.55096 -4.49398
H -1.91198 0.83876 -3.06693
H -1.89757 0.64687 -2.35850
S 2.51842 1.26968 1.52206
C 3.12005 1.86298 0.03559
C 2.28523 1.53918 -1.05126
C 1.13389 0.75040 -0.61824
C 1.10295 0.55727 0.74686
C 0.10872 -0.16923 1.51490
C 0.07491 -0.34492 2.90123
C -0.99546 -0.99524 3.46997
C -2.03806 -1.50834 2.69403
C -1.97566 -1.36073 1.30153
N -0.91683 -0.68245 0.78707
H 4.05478 2.41716 -0.02628
H 2.48002 1.80991 -2.11449
H 0.90000 0.06505 3.44681
H -1.02729 -1.10561 4.53691
H -2.90151 -2.01428 3.09765
H -2.74140 -1.74943 0.59731
```

Computed properties:
2S+1 = 1
Strongest force on any atom = 2.59 eV/A
HOMO energy = -6.25 eV
Molecular weight = 296.0 g mol⁻¹
Charge = 0
ΔE to the lowest compared entry with this formula, charge and spin = 296.2 kJ/mol
HOMO-LUMO gap = 5.585 eV

Atom-resolved charges from Löwdin, all expressed in e:
1 Sn 1.15
2 C -0.43
3 H -0.08
4 H -0.05
5 H -0.02
6 H 0.06
7 H -0.05
8 S 1.00
9 C -0.43
10 C -0.18
11 C -0.33
12 C -0.55
13 C -0.31
14 C -0.02
15 C -0.05
16 C -0.06
17 C -0.12
18 N -0.12
19 H 0.06
20 H 0.11
21 H 0.09
22 H 0.11
23 H 0.10
24 H 0.11

***

# 3
ORCA calculation (ωB97M-V/def2-TZVPD) on a molecular structure, C10H12BrIrN3O3.

```
30
C10H12BrIrN3O3 ωB97M-V/def2-TZVPD
Ir 0.28193 1.26525 0.00438
N -1.48768 0.49131 1.30800
C -2.71476 0.74461 0.52592
C -2.62053 2.11347 -0.11885
O -3.56168 2.85096 -0.23503
N -1.32861 2.42596 -0.57743
C -1.02086 3.74860 -0.72142
C -0.07271 4.12026 0.81194
O -0.21242 5.25092 1.12949
O 0.53937 3.10277 1.20421
H -1.43155 -0.47906 1.59817
H -1.48754 1.04180 2.16316
H -3.62484 0.70621 1.12156
H -2.78176 -0.01301 -0.25797
H -1.84121 4.45735 -0.72662
H -0.20176 3.95755 -1.40769
C 0.57671 -4.37554 -0.63315
C 1.28750 -3.06162 -0.47515
C 2.67595 -2.96663 -0.46863
C 3.30980 -1.74181 -0.32007
C 2.50048 -0.63712 -0.18660
Br 3.15134 1.11167 0.02607
N 1.16521 -0.68958 -0.18508
C 0.57313 -1.88447 -0.32462
H 1.27030 -5.15579 -0.93854
H -0.20774 -4.30920 -1.38642
H 0.11624 -4.68658 0.30509
H 3.27243 -3.86274 -0.58556
H 4.38477 -1.64579 -0.31328
H -0.50953 -1.87975 -0.33587
```

Computed properties:
2S+1 = 5
Strongest force on any atom = 0.49 eV/A
HOMO energy (spin up / spin down) = -11.68 / -12.84 eV
Molecular weight = 494.3 g mol⁻¹
Charge = +1
ΔE to the lowest compared entry with this formula, charge and spin = 0.0 kJ/mol
HOMO-LUMO gap (spin up / spin down) = 8.045 / 7.226 eV

Atom-resolved charges from Löwdin, all expressed in e:
1 Ir 1.25
2 N -0.06
3 C -0.14
4 C -0.48
5 O 0.14
6 N -0.15
7 C -0.07
8 C -0.54
9 O 0.20
10 O -0.13
11 H 0.09
12 H 0.11
13 H 0.13
14 H 0.13
15 H 0.12
16 H 0.12
17 C -0.02
18 C -0.23
19 C 0.02
20 C -0.05
21 C -0.73
22 Br 0.88
23 N -0.18
24 C -0.07
25 H 0.09
26 H 0.09
27 H 0.10
28 H 0.13
29 H 0.12
30 H 0.12

***

# 4
ORCA calculation (ωB97M-V/def2-TZVPD) on a molecular structure, C10H12BrN3O5SV at a distorted geometry.

```
33
C10H12BrN3O5SV ωB97M-V/def2-TZVPD
V 0.12585 0.51299 0.34463
O -1.51389 3.49853 -1.49610
C -1.16804 2.69505 -0.68824
O -0.01552 1.99284 -0.76801
C -1.95402 2.29944 0.57827
O -2.86411 2.90955 1.04145
O -1.50019 1.10837 1.07834
O 5.97843 -1.36230 0.59813
C 4.76334 -0.84809 0.44259
C 4.45761 0.15595 -0.47934
C 3.16267 0.60884 -0.55934
N 2.18276 0.11094 0.21287
C 2.50660 -0.82360 1.08944
Br 1.01581 -1.32184 2.14879
C 3.75405 -1.35436 1.26980
H 6.62057 -0.95750 0.00223
H 5.21967 0.57820 -1.12019
H 2.86412 1.37988 -1.25732
H 3.96898 -2.11242 2.00790
C -1.17426 -1.92307 -4.05740
N -2.03692 -1.06094 -3.25837
C -1.80637 -0.66049 -2.01702
S -0.40427 -1.24803 -1.16950
N -2.64811 0.18279 -1.43799
C -3.81957 0.75996 -2.08284
H -1.35083 -1.70000 -5.10630
H -1.38770 -2.97442 -3.86741
H -0.13440 -1.71599 -3.82531
H -2.92684 -0.81043 -3.66217
H -2.48457 0.38332 -0.46415
H -4.61932 0.02615 -2.20392
H -3.54587 1.18249 -3.05080
H -4.18296 1.57127 -1.45854
```

Computed properties:
2S+1 = 3
Strongest force on any atom = 1.00 eV/A
HOMO energy (spin up / spin down) = -12.39 / -12.88 eV
Molecular weight = 417.1 g mol⁻¹
Charge = +1
HOMO-LUMO gap (spin up / spin down) = 8.261 / 9.069 eV

Atom-resolved charges from Löwdin, all expressed in e:
1 V 0.72
2 O 0.17
3 C -0.50
4 O -0.17
5 C -0.49
6 O 0.19
7 O -0.21
8 O 0.14
9 C -0.28
10 C 0.04
11 C -0.06
12 N -0.12
13 C -0.68
14 Br 0.95
15 C 0.01
16 H 0.14
17 H 0.13
18 H 0.14
19 H 0.14
20 C -0.06
21 N -0.01
22 C -0.69
23 S 0.74
24 N -0.01
25 C -0.02
26 H 0.10
27 H 0.10
28 H 0.06
29 H 0.14
30 H 0.08
31 H 0.10
32 H 0.10
33 H 0.10

***

# 5
ORCA calculation (ωB97M-V/def2-TZVPD) on a molecular structure, C10H12ClNOsP at a distorted geometry.

```
26
C10H12ClNOsP ωB97M-V/def2-TZVPD
C -0.36909 -2.02733 -2.11517
C -0.62017 -1.74879 -3.44321
C -0.93499 -0.45658 -3.92570
C -1.07111 0.70487 -3.12939
C -0.87432 0.72134 -1.76359
Os -0.12747 -0.73585 -0.58156
P 0.84049 -2.50564 0.74694
H -0.24373 -3.10052 -1.89506
H -0.63493 -2.57119 -4.16909
H -1.15326 -0.35965 -4.99690
H -1.12284 1.68220 -1.28337
H -1.40537 1.62044 -3.63308
H 2.13575 -2.31695 1.28981
H 1.01861 -3.75650 0.10652
H 0.15083 -2.92142 1.91343
Cl 0.90680 0.29016 5.04676
C 0.58232 0.97343 3.46128
C 0.54331 2.34482 3.29623
C 0.31418 2.85927 2.03371
C 0.13192 1.99547 0.94802
N 0.13749 0.61995 1.08672
C 0.36967 0.13707 2.36045
H 0.70160 3.00730 4.13770
H 0.29395 3.93159 1.88710
H 0.03250 2.50661 0.02354
H 0.39786 -0.89410 2.59792
```

Computed properties:
2S+1 = 5
Strongest force on any atom = 2.41 eV/A
HOMO energy (spin up / spin down) = -10.38 / -12.40 eV
Molecular weight = 402.9 g mol⁻¹
Charge = +1
HOMO-LUMO gap (spin up / spin down) = 6.582 / 6.694 eV

Atom-resolved charges from Löwdin, all expressed in e:
1 C -0.33
2 C -0.18
3 C -0.10
4 C -0.19
5 C -0.27
6 Os 1.29
7 P 0.65
8 H 0.01
9 H 0.11
10 H 0.11
11 H 0.02
12 H 0.11
13 H -0.07
14 H -0.07
15 H -0.08
16 Cl 0.71
17 C -0.60
18 C -0.06
19 C -0.01
20 C -0.09
21 N -0.15
22 C -0.17
23 H 0.13
24 H 0.13
25 H 0.09
26 H 0.02

***

# 6
ORCA calculation (ωB97M-V/def2-TZVPD) on a molecular structure, C10H12ClNPSr at a distorted geometry.

```
26
C10H12ClNPSr ωB97M-V/def2-TZVPD
C 1.38964 0.17947 -2.30207
C 0.37719 0.46318 -3.43457
C -0.57343 -0.59758 -3.49218
C -0.16884 -1.76671 -2.68380
C 1.01801 -1.45972 -1.93202
Sr -0.85325 0.03319 -1.05849
P 0.18325 2.82599 -0.49183
H 1.99405 1.16569 -2.20386
H 0.13881 1.23499 -4.16745
H -1.32061 -0.81504 -4.25108
H 1.60819 -2.22110 -1.20908
H -0.51674 -2.92357 -2.77310
H -0.77986 3.46631 0.33459
H 0.42081 3.86053 -1.48868
H 1.38964 2.92910 0.29866
Cl 0.08005 1.57228 4.81969
C -0.24710 0.37000 3.58698
C -0.49810 -0.95621 3.88810
C -0.64546 -1.92531 2.90202
C -0.58840 -1.46669 1.55952
N -0.38846 -0.19084 1.30525
C -0.16264 0.76782 2.22126
H -0.48930 -1.21633 4.99505
H -0.75178 -2.97695 3.07015
H -0.67477 -2.07889 0.67102
H 0.05912 1.72640 1.83590
```

Computed properties:
2S+1 = 1
Strongest force on any atom = 4.92 eV/A
HOMO energy (spin up / spin down) = -1.17 / -0.21 eV
Molecular weight = 300.3 g mol⁻¹
Charge = -1
HOMO-LUMO gap (spin up / spin down) = 4.044 / 3.046 eV

Atom-resolved charges from Löwdin, all expressed in e:
1 C -0.21
2 C -0.26
3 C -0.35
4 C -0.35
5 C -0.23
6 Sr 0.74
7 P 0.58
8 H 0.06
9 H 0.08
10 H 0.07
11 H 0.12
12 H 0.14
13 H -0.15
14 H -0.14
15 H -0.13
16 Cl 0.58
17 C -0.69
18 C -0.20
19 C -0.14
20 C -0.24
21 N -0.23
22 C -0.27
23 H 0.10
24 H 0.06
25 H 0.07
26 H -0.01

***

Please write out number 1 again, unchanged.
ORCA calculation (ωB97M-V/def2-TZVPD) on a single C10H11NS2 molecule at a distorted geometry.

```
24
C10H11NS2 ωB97M-V/def2-TZVPD
C -4.49235 -0.80259 1.75791
C -3.92014 -0.64438 2.98375
S -2.08105 -0.82129 3.13176
C -1.61142 -0.46515 1.53356
N -0.48110 0.38344 1.36546
C 0.62079 0.20439 0.54747
C 1.67846 1.05127 0.82622
C 2.99142 1.11688 0.24041
C 3.32472 -0.01672 -0.68749
C 2.43053 -0.99572 -1.15574
S 0.70619 -0.96379 -0.63568
C -2.43561 -0.64470 0.44704
C -3.85047 -1.31639 0.55299
H -5.49767 -0.50871 1.74790
H -4.46712 -0.18251 3.84625
H -0.22561 0.90620 2.19032
H 1.64397 1.76495 1.52906
H 3.01430 2.06942 -0.28125
H 3.76968 1.16274 1.07022
H 4.28961 -0.23232 -0.97849
H 2.75909 -1.69718 -1.88771
H -2.16392 -0.26170 -0.50936
H -4.38804 -1.07243 -0.33333
H -3.71064 -2.40642 0.54382
```

Computed properties:
2S+1 = 1
SMILES = C1=CSC(NC2=CCC=CS2)=CC1
Strongest force on any atom = 5.42 eV/A
HOMO energy = -6.98 eV
Molecular weight = 209.3 g mol⁻¹
Charge = 0
ΔE to the lowest compared entry with this formula, charge and spin = 309.4 kJ/mol
HOMO-LUMO gap = 7.752 eV

Atom-resolved charges from Löwdin, all expressed in e:
1 C -0.19
2 C -0.33
3 S 0.95
4 C -0.65
5 N -0.04
6 C -0.62
7 C -0.14
8 C -0.24
9 C -0.12
10 C -0.33
11 S 0.99
12 C -0.08
13 C -0.19
14 H 0.08
15 H 0.08
16 H 0.11
17 H 0.07
18 H 0.11
19 H 0.13
20 H 0.06
21 H 0.05
22 H 0.08
23 H 0.09
24 H 0.12